Entry 1:
Formula: C38H43ClN2O3RuSi
Source: the Open Molecules 2025 dataset
Level of theory: ωB97M-V/def2-TZVPD

Computed properties:
DFT total energy (eV): -72208.5480
Total charge: -1
Highest occupied orbital energy (spin up / spin down) (eV): -0.184 / -4.673
E_LUMO (spin up / spin down) (eV): 2.506 / 2.390
Relative energy (zero: lowest compared OMol25 entry of this formula, charge and spin) (kJ/mol): 18.45
Multiplicity: 6
Frontier orbital gap (spin up / spin down) (eV): 2.7 / 7.1

The geometry in XYZ format:
```
89
C38H43ClN2O3RuSi ωB97M-V/def2-TZVPD
Ru 0.019 -0.180 -1.349
Cl 1.979 -0.273 -2.651
N 0.333 1.918 -1.347
N 0.311 -2.299 -1.171
C -0.519 2.693 -1.979
C -0.295 -3.064 -2.036
C 1.485 2.785 -0.919
C 0.821 4.150 -0.902
C 2.584 2.810 -1.969
C 2.035 2.360 0.422
H 2.203 3.212 -2.917
H 2.969 1.802 -2.139
H 3.390 3.462 -1.606
H 1.234 2.369 1.175
H 2.810 3.080 0.730
H 2.507 1.370 0.356
C 1.363 -3.116 -0.446
C 1.224 -4.467 -1.129
C 1.040 -3.196 1.033
C 2.764 -2.585 -0.652
H 2.991 -2.505 -1.720
H 3.468 -3.293 -0.192
H 2.906 -1.606 -0.181
H -0.010 -3.474 1.182
H 1.225 -2.234 1.520
H 1.688 -3.948 1.506
O 0.157 -4.308 -2.122
H 0.918 -5.273 -0.450
H 2.116 -4.780 -1.680
O -0.317 3.997 -1.844
H 1.437 4.980 -1.272
H 0.410 4.404 0.086
C -1.630 2.189 -2.818
C -1.408 -2.647 -2.924
C -1.026 -1.432 -3.682
H -2.260 -2.398 -2.266
H -1.675 -3.478 -3.580
C -1.000 -0.205 -2.987
C -1.153 1.035 -3.624
H 1.080 -0.111 1.089
C -0.820 1.067 -4.987
C -0.552 -0.131 -5.652
C -0.740 2.387 -5.694
C -0.705 -1.380 -5.043
H -0.286 -0.096 -6.712
C -0.524 -2.655 -5.809
H -0.223 -2.444 -6.842
H -1.452 -3.240 -5.848
H 0.248 -3.286 -5.348
H -1.690 2.937 -5.638
H -0.499 2.242 -6.753
H 0.039 3.026 -5.251
H -2.019 2.998 -3.439
H -2.415 1.836 -2.126
O 0.099 -0.147 1.071
Si -0.539 0.149 2.627
C 0.852 -0.466 3.676
C 0.717 -1.638 4.436
C 1.849 -2.251 4.984
C 3.115 -1.685 4.799
C 3.243 -0.481 4.100
C 2.113 0.142 3.561
C -0.815 1.970 2.769
C -1.677 2.610 1.867
C -1.869 3.993 1.936
C -1.220 4.744 2.923
C -0.405 4.101 3.858
C -0.229 2.714 3.803
C -2.103 -0.781 2.983
C -2.689 -1.673 2.078
C -3.838 -2.390 2.440
C -4.418 -2.212 3.700
C -3.857 -1.297 4.598
C -2.714 -0.575 4.235
H -0.271 -2.084 4.575
H 1.738 -3.180 5.544
H 4.002 -2.179 5.201
H 4.223 -0.022 3.959
H 2.223 1.101 3.046
H -2.215 2.023 1.114
H -2.527 4.480 1.217
H -1.358 5.827 2.965
H 0.098 4.676 4.638
H 0.366 2.207 4.567
H -2.245 -1.813 1.086
H -4.280 -3.094 1.734
H -5.307 -2.781 3.984
H -4.302 -1.146 5.582
H -2.293 0.152 4.938
```

Mulliken atomic charges, in units of e: number 1, Ru, carries -0.94; number 2, Cl, carries -0.56; number 3, N, carries 1.10; number 4, N, carries 1.03; number 5, C, carries 0.44; number 6, C, carries 0.39; number 7, C, carries 1.39; number 8, C, carries -0.80; number 9, C, carries -1.67; number 10, C, carries -1.20; number 11, H, carries 0.35; number 12, H, carries 0.24; number 13, H, carries 0.45; number 14, H, carries -0.27; number 15, H, carries 0.52; number 16, H, carries 0.06; number 17, C, carries 1.44; number 18, C, carries -0.81; number 19, C, carries -1.28; number 20, C, carries -2.02; number 21, H, carries 0.55; number 22, H, carries 0.47; number 23, H, carries 0.01; number 24, H, carries 0.48; number 25, H, carries -0.29; number 26, H, carries 0.47; number 27, O, carries -0.42; number 28, H, carries 0.28; number 29, H, carries 0.38; number 30, O, carries -0.44; number 31, H, carries 0.32; number 32, H, carries 0.23; number 33, C, carries -1.57; number 34, C, carries -1.41; number 35, C, carries 0.54; number 36, H, carries 0.16; number 37, H, carries 0.46; number 38, C, carries 0.00; number 39, C, carries 0.45; number 40, H, carries -0.40; number 41, C, carries 1.34; number 42, C, carries -1.25; number 43, C, carries -1.82; number 44, C, carries 1.39; number 45, H, carries 0.19; number 46, C, carries -1.94; number 47, H, carries 0.40; number 48, H, carries 0.33; number 49, H, carries 0.29; number 50, H, carries 0.31; number 51, H, carries 0.40; number 52, H, carries 0.25; number 53, H, carries 0.45; number 54, H, carries 0.16; number 55, O, carries 2.12; number 56, Si, carries -1.21; number 57, C, carries 0.59; number 58, C, carries -0.60; number 59, C, carries -0.65; number 60, C, carries -0.56; number 61, C, carries -0.81; number 62, C, carries 0.18; number 63, C, carries 0.25; number 64, C, carries -0.14; number 65, C, carries -0.56; number 66, C, carries -0.67; number 67, C, carries -0.57; number 68, C, carries 0.07; number 69, C, carries 0.32; number 70, C, carries -0.36; number 71, C, carries -0.52; number 72, C, carries -0.51; number 73, C, carries -0.67; number 74, C, carries -0.38; number 75, H, carries 0.31; number 76, H, carries 0.37; number 77, H, carries 0.35; number 78, H, carries 0.41; number 79, H, carries 0.31; number 80, H, carries 0.21; number 81, H, carries 0.36; number 82, H, carries 0.32; number 83, H, carries 0.35; number 84, H, carries 0.30; number 85, H, carries 0.29; number 86, H, carries 0.39; number 87, H, carries 0.34; number 88, H, carries 0.37; number 89, H, carries 0.36



Entry 2:
Formula: C20H33F12O6SeSiZr
Source: the Open Molecules 2025 dataset
Level of theory: ωB97M-V/def2-TZVPD

Computed properties:
DFT total energy (eV): -140682.2659
Total charge: -1
Highest occupied orbital energy (eV): -5.580
E_LUMO (eV): 2.670
Frontier orbital gap (eV): 8.2

The geometry in XYZ format:
```
74
C20H33F12O6SeSiZr ωB97M-V/def2-TZVPD
Zr 1.502 -0.170 0.045
C -1.850 -1.632 2.268
C -1.716 -2.185 0.841
C -0.595 -3.236 0.908
C -3.029 -2.901 0.495
Si -1.198 -0.791 -0.427
C -2.206 0.853 -0.074
C -3.703 0.633 0.184
C -2.084 1.840 -1.242
C -1.608 1.575 1.146
C -1.524 -1.381 -2.260
C -0.706 -0.537 -3.253
C -1.055 -2.831 -2.453
C -2.998 -1.303 -2.686
H -1.993 -2.473 2.961
H -2.703 -0.966 2.389
H -0.946 -1.102 2.578
H -0.911 -4.058 1.565
H 0.320 -2.816 1.330
H -0.337 -3.663 -0.060
H -3.266 -3.623 1.288
H -2.962 -3.460 -0.439
H -3.872 -2.212 0.416
H -4.196 0.121 -0.645
H -4.197 1.606 0.312
H -3.890 0.056 1.089
H -2.618 1.505 -2.132
H -1.041 2.023 -1.508
H -2.519 2.804 -0.944
H -1.577 0.954 2.041
H -2.211 2.465 1.371
H -0.590 1.922 0.943
H 0.364 -0.637 -3.068
H -0.966 0.520 -3.230
H -0.900 -0.901 -4.271
H -0.009 -2.977 -2.176
H -1.147 -3.093 -3.516
H -1.659 -3.546 -1.893
H -3.364 -0.275 -2.721
H -3.657 -1.871 -2.030
H -3.102 -1.718 -3.697
C 0.559 1.060 4.118
C 1.693 0.532 3.243
O 1.211 0.050 2.052
C 2.685 1.687 2.976
F 3.313 2.107 4.080
F 2.017 2.741 2.483
F 3.629 1.361 2.074
C 2.390 -0.633 3.979
F 1.521 -1.637 4.154
F 2.820 -0.272 5.204
F 3.432 -1.114 3.317
H 0.036 1.842 3.573
H -0.137 0.245 4.313
H 0.931 1.454 5.063
C 2.334 2.029 -2.988
C 2.313 2.511 -1.540
O 1.567 1.676 -0.738
C 1.673 3.913 -1.465
F 0.515 3.938 -2.136
F 1.406 4.298 -0.221
F 2.463 4.849 -2.019
C 3.771 2.583 -1.002
F 3.890 3.330 0.101
F 4.621 3.085 -1.908
F 4.212 1.358 -0.691
H 1.306 1.866 -3.306
H 2.859 1.077 -3.030
H 2.815 2.749 -3.648
O 2.533 -1.966 0.428
Se 3.051 -2.351 -1.154
O 4.637 -2.211 -1.293
O 2.266 -0.973 -1.785
O 2.385 -3.707 -1.679
```

Mulliken atomic charges, in units of e: number 1, Zr, carries 0.36; number 2, C, carries -2.11; number 3, C, carries 3.04; number 4, C, carries -1.84; number 5, C, carries -1.87; number 6, Si, carries -0.92; number 7, C, carries 3.21; number 8, C, carries -1.86; number 9, C, carries -1.90; number 10, C, carries -1.69; number 11, C, carries 2.89; number 12, C, carries -1.86; number 13, C, carries -1.97; number 14, C, carries -1.84; number 15, H, carries 0.60; number 16, H, carries 0.27; number 17, H, carries 0.09; number 18, H, carries 0.59; number 19, H, carries 0.17; number 20, H, carries 0.28; number 21, H, carries 0.54; number 22, H, carries 0.34; number 23, H, carries 0.30; number 24, H, carries 0.28; number 25, H, carries 0.56; number 26, H, carries 0.32; number 27, H, carries 0.30; number 28, H, carries -0.09; number 29, H, carries 0.62; number 30, H, carries 0.26; number 31, H, carries 0.62; number 32, H, carries -0.10; number 33, H, carries 0.19; number 34, H, carries 0.28; number 35, H, carries 0.66; number 36, H, carries 0.23; number 37, H, carries 0.58; number 38, H, carries 0.29; number 39, H, carries 0.33; number 40, H, carries 0.27; number 41, H, carries 0.55; number 42, C, carries -1.90; number 43, C, carries 1.13; number 44, O, carries 0.26; number 45, C, carries 0.36; number 46, F, carries -0.29; number 47, F, carries -0.27; number 48, F, carries -0.21; number 49, C, carries 0.63; number 50, F, carries -0.24; number 51, F, carries -0.30; number 52, F, carries -0.19; number 53, H, carries 0.33; number 54, H, carries 0.42; number 55, H, carries 0.42; number 56, C, carries -1.86; number 57, C, carries 1.05; number 58, O, carries 0.35; number 59, C, carries 0.34; number 60, F, carries -0.26; number 61, F, carries -0.20; number 62, F, carries -0.31; number 63, C, carries 0.31; number 64, F, carries -0.28; number 65, F, carries -0.31; number 66, F, carries -0.20; number 67, H, carries 0.28; number 68, H, carries 0.36; number 69, H, carries 0.47; number 70, O, carries -0.87; number 71, Se, carries 1.22; number 72, O, carries -0.69; number 73, O, carries -0.87; number 74, O, carries -0.67



> total charge of number 1 (C38H43ClN2O3RuSi)?

-1